Entry 1:
Here is a molecular structure, C32H25BN7O2W from the Open Molecules 2025 dataset. Energies are from ωB97M-V/def2-TZVPD.

Orbital gap (spin up / spin down)   0.2339 / 0.2340 Eh
Energy above the lowest of the compared OMol25 structures with the same formula, charge and spin   0.0 kJ/mol
E_LUMO (spin up / spin down)   -0.154 / -0.153 hartree
Max |F|   0.4 eV/Å

```
! RIJCOSX wB97M-V def2-TZVPD def2/J DEFGRID3
* xyz 1 1
W -0.89 -0.07 -0.22
C -0.93 1.08 2.75
O -0.29 0.11 1.88
C 1.01 -0.28 2.17
C 1.56 -0.15 3.43
C 2.86 -0.59 3.64
C 3.59 -1.15 2.60
C 3.03 -1.27 1.34
C 1.73 -0.82 1.12
N 1.07 -0.89 -0.16
N 1.77 -1.46 -1.04
C 1.32 -1.62 -2.33
C 0.08 -1.21 -2.80
O -0.77 -0.59 -1.96
C -0.33 -1.42 -4.12
C 0.51 -2.04 -4.99
C 1.80 -2.49 -4.58
C 2.66 -3.13 -5.49
C 3.90 -3.56 -5.09
C 4.31 -3.35 -3.76
C 3.49 -2.73 -2.85
C 2.22 -2.28 -3.24
H -1.14 0.60 3.70
H -1.86 1.36 2.27
H -0.28 1.94 2.86
H 1.00 0.28 4.25
H 3.30 -0.50 4.62
H 4.60 -1.49 2.77
H 3.58 -1.69 0.52
H -1.31 -1.07 -4.42
H 0.21 -2.20 -6.01
H 2.33 -3.28 -6.51
H 4.56 -4.05 -5.79
H 5.29 -3.69 -3.45
H 3.82 -2.58 -1.84
B -4.02 -0.79 1.34
N -2.99 -1.96 1.20
C -3.10 -3.15 1.78
C -1.91 -3.85 1.62
C -1.09 -2.98 0.92
N -1.76 -1.83 0.66
N -3.96 0.10 0.07
C -4.99 0.67 -0.55
C -4.53 1.72 -1.35
C -3.17 1.74 -1.15
N -2.81 0.75 -0.29
H -3.73 -0.12 2.30
H -5.12 -1.26 1.42
H -4.02 -3.43 2.26
H -1.68 -4.85 1.94
H -0.09 -3.13 0.56
H -5.99 0.32 -0.36
H -5.11 2.36 -1.98
H -2.40 2.38 -1.56
N 2.29 9.48 0.13
C 1.93 8.39 0.09
C 1.48 7.03 0.03
C 0.11 6.76 -0.08
C -0.32 5.45 -0.14
C 0.60 4.40 -0.07
C 1.96 4.68 0.04
C 2.40 5.99 0.09
C 0.14 3.04 -0.12
C -0.24 1.88 -0.16
H -0.59 7.57 -0.13
H -1.38 5.23 -0.23
H 2.67 3.86 0.09
H 3.45 6.21 0.18
*
```


Entry 2:
Here is a molecular structure, C32H25Cl5FHgN4O5SSe from the Open Molecules 2025 dataset. Energies are from ωB97M-V/def2-TZVPD.

Orbital gap (spin up / spin down)   0.1316 / 0.2449 Eh
Energy above the lowest of the compared OMol25 structures with the same formula, charge and spin   145.2 kJ/mol
E_LUMO (spin up / spin down)   0.139 / 0.139 hartree
Max |F|   0.7 eV/Å

```
! RIJCOSX wB97M-V def2-TZVPD def2/J DEFGRID3
* xyz -2 2
Hg -1.72 -1.47 -0.66
C 3.75 -1.74 4.54
C 2.62 -0.86 5.06
C 2.17 -1.32 6.44
C 1.07 -0.43 6.96
C -0.07 -0.41 5.98
C -1.40 -0.20 6.45
C -2.41 -0.22 5.52
F -3.69 -0.01 5.97
C -2.23 -0.45 4.18
C -0.90 -0.67 3.69
C -0.70 -0.92 2.31
O -1.75 -1.02 1.57
C 0.69 -1.00 1.86
C 1.67 -0.96 2.80
N 1.47 -0.86 4.15
C 0.16 -0.64 4.64
C 1.27 -1.10 0.45
O 2.50 -1.06 0.33
O 0.50 -1.20 -0.57
H 4.48 -1.88 5.34
H 4.27 -1.31 3.69
H 3.37 -2.72 4.24
H 2.99 0.17 5.15
H 3.04 -1.33 7.10
H 1.80 -2.35 6.35
H 1.47 0.58 7.12
H 0.72 -0.78 7.94
H -1.60 -0.03 7.50
H -3.05 -0.47 3.48
H 2.69 -1.00 2.46
Cl -6.05 -0.47 -6.98
C -5.37 -0.63 -5.39
C -3.99 -0.74 -5.21
Cl -2.96 -0.72 -6.61
C -3.44 -0.85 -3.95
Cl -1.73 -1.02 -3.79
C -4.23 -0.84 -2.76
O -3.78 -0.89 -1.59
C -5.64 -0.75 -3.00
Cl -6.65 -0.78 -1.60
C -6.19 -0.64 -4.26
Cl -7.90 -0.52 -4.46
C 1.64 4.87 -0.22
C 2.48 3.71 -0.74
C 2.25 2.41 0.02
N 0.85 1.98 -0.03
C 0.03 1.65 -1.02
S -1.63 1.61 -0.76
N 0.43 1.37 -2.32
C 1.61 0.95 -2.93
O 2.70 0.84 -2.42
C 1.40 0.59 -4.38
C 2.19 -0.43 -4.90
C 2.05 -0.80 -6.23
C 1.14 -0.14 -7.05
C 0.36 0.89 -6.53
C 0.49 1.25 -5.20
H 1.81 5.78 -0.80
H 1.89 5.10 0.82
H 0.58 4.64 -0.26
H 3.54 3.95 -0.68
H 2.25 3.54 -1.80
H 2.47 2.55 1.08
H 2.88 1.62 -0.36
H 0.31 2.12 0.82
H -0.40 1.16 -2.86
H 2.88 -0.93 -4.24
H 2.65 -1.61 -6.63
H 1.03 -0.43 -8.08
H -0.35 1.40 -7.16
H -0.12 2.05 -4.80
Se -2.67 -3.92 -1.11
C -1.39 -5.22 -0.89
N -0.64 -6.09 -0.77
*
```


Entry 3:
Here is a molecular structure, C32H25ClIN7O5W in a non-equilibrium geometry from the Open Molecules 2025 dataset. Energies are from ωB97M-V/def2-TZVPD.

Orbital gap (spin up / spin down)   0.2358 / 0.2358 Eh
Energy above the lowest of the compared OMol25 structures with the same formula, charge and spin   40.8 kJ/mol
E_LUMO (spin up / spin down)   -0.242 / -0.242 hartree
Max |F|   2.0 eV/Å

```
! RIJCOSX wB97M-V def2-TZVPD def2/J DEFGRID3
* xyz 2 1
W -0.08 0.10 -0.16
C -1.51 -2.08 -1.88
N -0.21 -1.38 -1.91
C 0.89 -2.37 -1.83
C 2.16 -1.64 -1.51
C 3.41 -2.21 -1.65
C 4.53 -1.43 -1.37
C 4.35 -0.10 -1.03
C 3.07 0.39 -0.93
N 1.98 -0.37 -1.11
C -0.02 -0.57 -3.16
C -0.30 0.90 -2.99
C -0.99 1.62 -3.94
C -1.20 2.98 -3.75
C -0.69 3.59 -2.61
C -0.03 2.80 -1.69
N 0.16 1.48 -1.86
C -2.10 -2.12 -0.49
C -3.28 -2.79 -0.24
C -3.85 -2.72 1.02
C -3.17 -2.02 2.02
C -2.00 -1.39 1.71
N -1.46 -1.40 0.46
H -1.40 -3.10 -2.26
H -2.23 -1.56 -2.51
H 0.99 -2.90 -2.78
H 0.67 -3.11 -1.06
H 3.51 -3.23 -2.00
H 5.52 -1.85 -1.45
H 5.20 0.55 -0.85
H 2.88 1.44 -0.72
H -0.63 -0.98 -3.98
H 1.02 -0.65 -3.47
H -1.38 1.13 -4.82
H -1.76 3.56 -4.47
H -0.82 4.64 -2.42
H 0.37 3.21 -0.76
H -3.76 -3.34 -1.03
H -4.80 -3.19 1.23
H -3.57 -1.95 3.02
H -1.43 -0.86 2.46
Cl 5.08 -0.61 4.53
C 3.89 0.00 3.45
C 3.81 1.35 3.21
C 2.86 1.87 2.32
I 2.65 3.91 1.93
C 2.00 1.02 1.65
O 1.08 1.41 0.76
C 2.03 -0.35 1.94
N 1.07 -1.08 1.28
C 1.05 -2.38 1.55
C 1.97 -3.01 2.38
C 2.95 -2.29 3.01
C 2.98 -0.90 2.82
H 4.49 2.02 3.73
H 0.25 -2.96 1.10
H 1.88 -4.08 2.53
H 3.68 -2.77 3.65
O -5.40 2.85 0.56
C -4.56 3.28 1.48
O -4.82 4.11 2.29
C -3.19 2.65 1.49
C -2.20 2.96 2.40
N -1.14 2.20 2.12
N -1.36 1.40 1.07
C -2.60 1.67 0.68
C -2.98 1.02 -0.60
O -4.10 1.05 -1.07
O -1.96 0.44 -1.15
H -5.04 2.20 -0.07
H -2.22 3.68 3.20
H -0.22 2.24 2.54
*
```


Entry 4:
Here is a molecular structure, C32H25GeIrN3O2 in a non-equilibrium geometry from the Open Molecules 2025 dataset. Energies are from ωB97M-V/def2-TZVPD.

Orbital gap (spin up / spin down)   0.2327 / 0.2501 Eh
Energy above the lowest of the compared OMol25 structures with the same formula, charge and spin   0.0 kJ/mol
E_LUMO (spin up / spin down)   -0.001 / -0.041 hartree
Max |F|   1.0 eV/Å

```
! RIJCOSX wB97M-V def2-TZVPD def2/J DEFGRID3
* xyz 0 2
Ir -0.27 -1.04 -1.99
O 4.23 -0.70 -2.62
C 4.53 -1.46 -1.54
C 5.87 -1.52 -1.17
C 6.26 -2.26 -0.07
C 5.32 -2.96 0.69
C 3.99 -2.91 0.31
C 3.57 -2.18 -0.81
C 2.14 -2.16 -1.16
O 1.75 -1.26 -2.06
N 1.32 -3.01 -0.61
N 0.04 -2.69 -1.01
C -1.01 -3.45 -0.70
C -2.23 -2.95 -1.16
C -3.50 -3.54 -0.93
C -4.62 -2.95 -1.41
C -4.52 -1.75 -2.16
C -3.28 -1.22 -2.38
N -2.15 -1.79 -1.92
H 3.26 -0.68 -2.71
H 6.59 -0.97 -1.76
H 7.30 -2.28 0.21
H 5.62 -3.52 1.55
H 3.24 -3.44 0.88
H -0.89 -4.36 -0.13
H -3.54 -4.46 -0.35
H -5.59 -3.39 -1.24
H -5.39 -1.25 -2.54
H -3.14 -0.30 -2.94
C -0.51 0.60 -1.57
Ge -0.64 1.55 0.17
C -0.57 3.47 -0.13
C -1.41 4.07 -1.07
C -1.38 5.44 -1.28
C -0.49 6.23 -0.57
C 0.36 5.65 0.36
C 0.33 4.27 0.57
C 0.87 0.89 1.18
C 0.70 0.25 2.41
C 1.81 -0.23 3.10
C 3.08 -0.07 2.58
C 3.26 0.56 1.35
C 2.15 1.04 0.66
C -2.35 0.98 0.88
C -3.40 1.87 1.10
C -4.63 1.42 1.55
C -4.83 0.06 1.79
C -3.80 -0.84 1.57
C -2.57 -0.38 1.11
H -2.11 3.46 -1.64
H -2.05 5.89 -2.01
H -0.46 7.30 -0.73
H 1.06 6.26 0.91
H 1.00 3.83 1.30
H -0.29 0.12 2.83
H 1.67 -0.72 4.06
H 3.94 -0.45 3.12
H 4.25 0.66 0.93
H 2.30 1.51 -0.30
H -3.26 2.93 0.93
H -5.43 2.12 1.73
H -5.79 -0.29 2.14
H -3.95 -1.89 1.75
H -1.77 -1.10 0.94
*
```


Entry 5:
Here is a molecular structure, C32H26AsFMoN3O11S3 from the Open Molecules 2025 dataset. Energies are from ωB97M-V/def2-TZVPD.

Orbital gap (spin up / spin down)   0.2771 / 0.2803 Eh
Energy above the lowest of the compared OMol25 structures with the same formula, charge and spin   23.5 kJ/mol
E_LUMO (spin up / spin down)   0.055 / 0.063 hartree
Max |F|   0.7 eV/Å

```
! RIJCOSX wB97M-V def2-TZVPD def2/J DEFGRID3
* xyz -1 3
Mo -0.22 -0.04 -0.91
C 1.88 -0.97 5.21
C 1.26 -1.61 4.00
C 2.04 -2.33 3.09
C 1.48 -2.87 1.94
C 0.13 -2.69 1.71
C -0.68 -1.99 2.60
C -0.10 -1.46 3.74
S -0.58 -3.34 0.25
O 0.12 -4.55 -0.12
O -2.01 -3.40 0.40
N -0.18 -2.20 -0.87
C -0.58 -2.38 -2.16
C -0.77 -3.54 -2.92
C -1.16 -3.35 -4.23
C -1.35 -2.08 -4.77
C -1.15 -0.99 -3.95
N -0.78 -1.16 -2.68
H 2.91 -1.28 5.34
H 1.32 -1.24 6.11
H 1.85 0.11 5.11
H 3.10 -2.45 3.28
H 2.08 -3.41 1.23
H -1.73 -1.86 2.39
H -0.72 -0.89 4.43
H -0.61 -4.51 -2.49
H -1.32 -4.22 -4.86
H -1.67 -1.94 -5.79
H -1.31 0.04 -4.27
O -2.21 3.84 -1.56
As -2.54 2.22 -2.16
O -2.84 2.17 -3.75
O -1.03 1.46 -1.82
C -4.18 1.78 -1.19
C -5.32 2.14 -1.89
C -6.57 2.00 -1.30
C -6.68 1.50 -0.01
C -5.54 1.13 0.70
C -4.30 1.27 0.10
S -2.80 0.79 0.92
O -2.28 -0.19 -0.08
O -3.15 0.24 2.20
O -1.99 2.00 0.93
H -2.15 3.77 -0.59
H -5.23 2.51 -2.91
H -7.45 2.28 -1.85
H -7.65 1.38 0.45
H -5.59 0.72 1.70
O 2.77 2.21 4.43
S 3.13 1.98 3.05
O 4.53 1.80 2.75
N 2.25 0.77 2.42
C 1.46 1.20 1.48
O 0.66 0.43 0.84
C 1.55 2.66 1.18
C 0.90 3.40 0.21
C 1.19 4.75 0.11
C 2.10 5.35 0.97
C 2.76 4.61 1.94
C 2.47 3.27 2.02
H 0.20 2.93 -0.46
H 0.70 5.35 -0.65
H 2.31 6.41 0.87
H 3.49 5.06 2.61
F 5.22 -4.14 -1.25
C 4.37 -3.09 -1.38
C 4.33 -2.12 -0.39
C 3.46 -1.05 -0.54
C 2.65 -0.92 -1.66
C 1.70 0.23 -1.81
C 2.72 -1.92 -2.64
C 3.57 -3.01 -2.50
H 4.97 -2.22 0.48
H 3.43 -0.30 0.25
H 1.51 0.44 -2.87
H 2.12 1.14 -1.38
H 2.10 -1.84 -3.52
H 3.63 -3.78 -3.26
*
```


Entry 6:
Here is a molecular structure, C32H26BrCrIN7O4STe in a non-equilibrium geometry from the Open Molecules 2025 dataset. Energies are from ωB97M-V/def2-TZVPD.

Orbital gap (spin up / spin down)   0.2028 / 0.1932 Eh
Energy above the lowest of the compared OMol25 structures with the same formula, charge and spin   87.9 kJ/mol
E_LUMO (spin up / spin down)   -0.054 / -0.066 hartree
Max |F|   3.1 eV/Å

```
! RIJCOSX wB97M-V def2-TZVPD def2/J DEFGRID3
* xyz 0 4
Cr -0.69 -0.36 1.15
C 4.50 -1.96 0.91
C 4.50 -0.95 1.87
C 3.40 -0.13 2.03
C 2.27 -0.34 1.24
C 2.29 -1.31 0.24
C 3.40 -2.12 0.08
N 1.07 0.33 1.49
N 1.20 1.45 2.15
C 0.02 1.90 2.65
C -0.05 3.13 3.32
C -1.26 3.54 3.83
C -2.38 2.71 3.73
C -2.30 1.49 3.08
C -1.12 1.07 2.50
H 5.35 -2.62 0.83
H 5.35 -0.82 2.51
H 3.36 0.64 2.78
H 1.43 -1.41 -0.40
H 3.41 -2.88 -0.68
H 0.84 3.74 3.41
H -1.35 4.50 4.31
H -3.33 3.02 4.15
H -3.19 0.88 3.00
C 0.71 2.81 -0.70
C -0.68 2.29 -0.79
N -1.16 1.22 -0.19
C -2.50 1.16 -0.49
C -2.83 2.22 -1.30
N -1.66 2.91 -1.48
C -4.08 2.62 -2.01
O -5.14 1.88 -1.80
O -4.06 3.59 -2.74
C -3.27 0.00 0.06
O -4.46 -0.13 -0.28
O -2.60 -0.76 0.79
H 1.39 2.01 -0.43
H 0.76 3.58 0.07
H 1.00 3.25 -1.65
H -1.60 3.74 -2.05
H -4.98 1.09 -1.18
Br 4.23 -1.56 -5.14
C 4.61 0.09 -4.28
C 5.83 0.70 -4.51
C 6.13 1.91 -3.92
C 5.21 2.51 -3.09
C 3.99 1.91 -2.85
C 3.67 0.71 -3.46
I 1.76 -0.14 -3.16
H 6.54 0.20 -5.16
H 7.08 2.38 -4.12
H 5.44 3.46 -2.61
H 3.27 2.38 -2.19
Te -0.03 -2.32 2.75
C -1.80 -2.98 3.65
C -3.01 -2.36 3.74
C -3.98 -3.13 4.42
C -3.50 -4.33 4.84
S -1.84 -4.53 4.43
H -3.19 -1.39 3.32
H -5.00 -2.81 4.58
H -4.02 -5.11 5.36
N -3.70 -2.34 -3.33
C -2.54 -2.56 -2.67
C -1.88 -1.54 -1.96
N -0.86 -1.80 -1.15
C -0.39 -3.05 -1.17
C -0.90 -3.99 -2.05
N -2.00 -3.78 -2.76
H -4.28 -1.57 -3.03
H -4.18 -3.16 -3.65
H -2.19 -0.52 -2.08
H 0.42 -3.30 -0.51
H -0.44 -4.96 -2.18
*
```


Question: Which of these has the highest max |F|?
Answer: C32H26BrCrIN7O4STe